[1]
Below is C18H28AgO10 as an isolated structure in a non-equilibrium geometry, with properties calculated with ωB97M-V/def2-TZVPD.

XYZ file:
```
57
Properties=species:S:1:pos:R:3:forces:R:3
Ag 15.006 22.212 -0.712 0.3 0.3 1.5
O 16.161 24.613 0.810 -0.3 -1.1 1.8
C 16.280 24.499 2.216 -0.2 -0.1 -2.1
C 15.439 23.331 3.005 -0.9 -1.7 -2.3
O 15.321 22.070 2.351 0.8 2.5 0.3
H 16.185 25.526 2.566 -0.4 0.0 0.8
H 17.323 24.237 2.398 0.4 -0.4 0.0
H 14.433 23.735 3.123 -0.3 0.5 -0.1
H 15.837 23.282 4.018 0.6 -0.1 0.1
O 15.510 23.096 -4.502 -0.2 0.6 -1.6
C 15.790 23.423 -5.646 0.2 -1.9 3.5
O 17.039 23.174 -6.075 0.4 0.1 -0.2
C 17.256 23.683 -7.375 -0.7 -0.3 -1.3
C 15.940 24.412 -7.725 1.4 2.2 -0.9
C 14.939 24.081 -6.646 -0.1 0.5 -1.2
H 17.423 22.892 -8.107 0.0 -0.5 0.3
H 18.165 24.281 -7.444 -0.2 0.3 0.5
H 15.684 24.382 -8.784 -0.4 -0.9 0.2
H 16.179 25.473 -7.666 -0.1 0.3 0.3
H 14.135 23.464 -7.048 -0.1 -0.1 0.6
H 14.554 24.989 -6.180 -0.4 -0.2 -0.1
O 12.703 19.438 -2.142 0.7 -0.2 0.4
C 12.001 18.625 -2.685 2.7 1.9 1.6
O 10.845 19.008 -3.111 -3.0 0.1 -1.5
C 10.362 17.996 -4.009 -1.2 -0.3 -0.2
C 10.898 16.717 -3.421 1.5 -0.6 -1.0
C 12.292 17.210 -2.951 -0.9 -1.4 0.8
H 10.706 18.265 -5.008 0.2 -0.3 -0.1
H 9.274 17.937 -4.037 0.0 0.6 0.2
H 11.036 15.910 -4.141 -0.3 0.1 -0.2
H 10.253 16.333 -2.631 0.2 0.3 0.2
H 13.118 17.114 -3.656 -0.2 -0.1 -0.1
H 12.554 16.737 -2.006 0.4 0.1 -0.1
O 18.113 19.745 -0.351 1.2 -3.5 1.9
C 18.606 18.770 0.253 0.2 2.7 -1.2
O 18.209 17.493 0.118 -1.3 -0.9 -0.8
C 19.049 16.515 0.762 0.8 1.8 1.5
C 19.809 17.382 1.795 1.0 0.5 -0.7
C 19.849 18.786 1.174 -1.0 0.3 -0.6
H 19.746 16.056 0.060 -0.2 0.2 -0.3
H 18.569 15.738 1.357 -0.9 0.1 -0.7
H 20.800 16.934 1.858 0.0 0.2 0.8
H 19.290 17.492 2.747 0.1 -0.6 0.0
H 20.709 19.048 0.557 0.1 -0.4 -0.2
H 19.753 19.642 1.842 -0.1 -0.3 0.3
O 11.520 24.088 -1.515 -1.5 1.2 -1.1
C 10.598 24.637 -2.106 1.9 -2.3 1.6
O 10.177 25.862 -1.830 0.2 0.1 0.9
C 8.954 26.104 -2.488 -1.0 1.9 0.4
C 8.897 25.235 -3.665 1.0 -0.6 -1.8
C 9.787 24.047 -3.221 -0.6 0.9 -1.2
H 9.043 27.161 -2.741 -0.7 0.0 0.1
H 8.064 25.894 -1.894 0.3 0.3 0.8
H 9.394 25.771 -4.474 0.2 -0.2 -0.2
H 7.911 25.013 -4.073 0.0 -0.2 0.5
H 10.517 23.898 -4.017 -0.2 -0.9 0.1
H 9.162 23.192 -2.963 0.7 -0.2 0.1
```
Positions in Å, forces in eV/Å.

Output
- HOMO energy (alpha / beta): -6.446 / -6.027 eV
- <S²>: 0.759
- Relative energy (zero: lowest compared OMol25 entry of this formula, charge and spin): 131.5 kJ/mol
- Calculated total energy: -1601.79995 a.u.
- Spin multiplicity: 2
- Kohn-Sham gap (alpha / beta): 6.17 / 5.67 eV
- Net charge: 0

Results of the Löwdin charge analysis, in e, for atoms 1 through 4: 0.83, -0.14, -0.29, -0.38

=====

[2]
Below is a 2-piece molecular cluster, C5H13N2S overall in a non-equilibrium geometry, with properties calculated with ωB97M-V/def2-TZVPD.

XYZ file:
```
21
Properties=species:S:1:pos:R:3:forces:R:3
C 1.815 0.480 -0.095 -1.4 -4.1 0.9
C -2.349 -0.024 0.955 1.7 2.2 2.0
C -0.267 0.250 -1.625 1.7 0.6 0.9
C -0.721 0.071 0.981 -2.3 -0.3 -0.2
C -0.099 -0.434 -0.279 0.6 1.7 0.5
N 1.873 1.711 0.082 -0.8 4.1 0.0
N 0.162 -1.711 -0.239 0.0 -3.3 -0.7
S 3.018 -0.595 0.452 0.5 0.9 -0.2
H -2.750 -0.965 0.752 -0.4 -1.5 -0.8
H -2.697 0.776 0.283 -0.2 -0.6 0.2
H -2.704 0.211 2.025 0.6 -0.1 -1.6
H -1.210 0.143 -2.114 -0.9 0.0 0.0
H -0.064 1.308 -1.266 -0.6 -0.9 -1.7
H 0.531 -0.136 -2.329 -0.8 0.7 0.8
H -0.607 1.161 1.002 0.6 -0.4 0.9
H -0.330 -0.591 1.799 -0.2 1.4 -0.3
H 1.013 2.337 -0.131 2.2 -1.2 0.5
H 2.725 2.125 0.454 -0.4 0.7 -0.1
H -0.092 -2.435 0.489 0.4 1.7 -1.2
H 2.385 -1.656 -0.020 -0.3 -0.6 -0.1
H 0.368 -2.025 -1.174 0.0 -1.1 0.2
```
Positions in Å, forces in eV/Å.

Output
- HOMO energy: -13.130 eV
- Relative energy (zero: lowest compared OMol25 entry of this formula, charge and spin): 209.2 kJ/mol
- Calculated total energy: -705.68629 a.u.
- Kohn-Sham gap: 9.68 eV
- Net charge: +1

Results of the Löwdin charge analysis, in e, for atoms 1 through 4: -0.61, -0.04, -0.01, -0.16

=====

> relative energy (zero: lowest compared OMol25 entry of this formula, charge and spin) of number 2 (C5H13N2S)?

209.2 kJ/mol